Entry 1:
Here is a single C5H10O2 molecule from the Open Molecules 2025 dataset. Energies are from wB97M-V/def2-TZVPD.

Each line ends with the natural charge from an NBO analysis.
CARTESIAN COORDINATES (ANGSTROEM)
O: -2.6099 -0.3910 -0.5874  -0.71
C: -1.3233 -0.6342 -1.1375  -0.06
C: -0.2696 0.1147 -0.3356  -0.28
C: 0.2140 -0.4522 1.0006  -0.44
C: 1.2652 0.6129 1.3753  -0.07
O: 1.5896 1.3184 0.1718  -0.53
C: 1.0753 0.5539 -0.9088  -0.06
H: -2.6045 -0.6840 0.3323  0.46
H: -1.1373 -1.7154 -1.2330  0.16
H: -1.3656 -0.2165 -2.1481  0.18
H: -0.7441 1.0768 -0.1146  0.21
H: -0.5731 -0.5588 1.7555  0.21
H: 0.6841 -1.4362 0.8639  0.20
H: 2.1782 0.1759 1.7929  0.18
H: 0.8642 1.3282 2.1021  0.18
H: 1.7653 -0.2764 -1.1302  0.16
H: 0.9917 1.1838 -1.7992  0.19

total charge = 0
largest force on an atom = 0.4 eV/A
E_HOMO = -0.357 Ha
ΔE to the lowest compared entry with this formula, charge and spin = 173.7 kJ/mol
LUMO level = 0.894 eV

=====

Entry 2:
Here is 2 unconnected molecules or ions with the total composition C5H10O2 from the Open Molecules 2025 dataset. Energies are from wB97M-V/def2-TZVPD.

Each line ends with the natural charge from an NBO analysis.
CARTESIAN COORDINATES (ANGSTROEM)
C: 1.7783 -2.3048 0.6968  -0.86
C: -0.0906 -0.6764 -1.1394  0.30
O: -1.2750 -1.0584 -0.7579  -0.66
C: 0.3500 0.6465 -0.4914  -0.58
C: -0.6675 1.7914 -0.6129  -0.53
C: -1.7339 1.8005 0.4432  0.47
O: -2.1925 0.8043 0.9717  -0.55
H: 2.3718 -3.2113 0.5834  0.21
H: 2.4204 -1.5367 1.1358  0.20
H: 0.9570 -2.5060 1.3876  0.21
H: 1.3731 -1.9960 -0.2829  0.23
H: -1.7140 -0.4936 -0.0667  0.48
H: 0.6107 0.4905 0.5672  0.24
H: 1.2713 0.9620 -0.9910  0.23
H: -1.1798 1.7349 -1.5865  0.25
H: -0.1611 2.7615 -0.5948  0.23
H: -2.1183 2.7917 0.7377  0.13

total charge = 0
largest force on an atom = 0.6 eV/A
E_HOMO = -0.298 Ha
ΔE to the lowest compared entry with this formula, charge and spin = 387.5 kJ/mol
LUMO level = 0.393 eV

=====

Entry 3:
Here is 2 unconnected molecules or ions with the total composition C5H10O2 at a distorted geometry from the Open Molecules 2025 dataset. Energies are from wB97M-V/def2-TZVPD.

Each line ends with the natural charge from an NBO analysis.
CARTESIAN COORDINATES (ANGSTROEM)
C: 2.5080 -0.6313 -1.5384  -0.65
C: 1.2544 -0.5017 -0.8010  -0.20
C: 0.9911 0.1514 0.3811  -0.19
C: -0.3742 0.3083 0.8742  -0.36
C: -0.2953 0.4302 2.1549  0.17
O: -1.4281 0.5902 2.8887  -0.70
H: 2.7602 -1.6813 -1.8443  0.21
H: 2.5167 -0.2345 -2.5083  0.22
H: 3.4405 -0.2545 -1.1553  0.21
H: 0.3335 -0.8105 -1.3153  0.19
H: 1.7819 0.6299 0.9152  0.19
H: -1.2360 0.3077 0.2104  0.25
H: 0.5420 0.5397 2.8505  0.19
H: -2.2170 0.7451 2.4489  0.48
H: -3.4963 -0.6669 -1.1592  0.48
H: -3.9143 0.8373 -1.1605  0.48
O: -3.1671 0.2408 -1.2416  -0.95

total charge = 0
largest force on an atom = 4.5 eV/A
E_HOMO = -0.283 Ha
ΔE to the lowest compared entry with this formula, charge and spin = 302.0 kJ/mol
LUMO level = 0.539 eV

=====

Entry 4:
Here is 2 unconnected molecules or ions with the total composition C5H10O2 from the Open Molecules 2025 dataset. Energies are from wB97M-V/def2-TZVPD.

Each line ends with the natural charge from an NBO analysis.
CARTESIAN COORDINATES (ANGSTROEM)
C: 1.8232 0.8283 0.0754  -0.26
O: 1.3716 -0.3383 -0.5859  -0.51
C: 0.8529 -1.3122 0.1976  0.15
C: 0.4981 -1.2469 1.4796  -0.55
C: -2.0780 0.1306 -0.0702  -0.54
C: -1.6613 1.0143 -0.9710  0.15
O: -0.9911 0.7659 -2.1257  -0.68
H: 2.6804 0.5838 0.7173  0.18
H: 1.0314 1.2829 0.6824  0.18
H: 2.1275 1.5304 -0.7023  0.20
H: 0.7078 -2.2146 -0.3920  0.18
H: 0.0474 -2.1182 1.9406  0.22
H: 0.5682 -0.3445 2.0769  0.21
H: -1.8971 -0.9344 -0.1862  0.20
H: -2.5401 0.4533 0.8585  0.21
H: -1.8172 2.0836 -0.8563  0.18
H: -0.7236 -0.1640 -2.1388  0.48

total charge = 0
largest force on an atom = 0.4 eV/A
E_HOMO = -0.317 Ha
ΔE to the lowest compared entry with this formula, charge and spin = 292.0 kJ/mol
LUMO level = 0.983 eV

=====

Entry 5:
Here is 2 unconnected molecules or ions with the total composition C5H10O2 at a distorted geometry from the Open Molecules 2025 dataset. Energies are from wB97M-V/def2-TZVPD.

Each line ends with the natural charge from an NBO analysis.
CARTESIAN COORDINATES (ANGSTROEM)
C: -1.8050 0.9816 0.1174  -0.70
C: -1.0430 -0.1092 0.7880  0.01
C: 0.3160 -0.3072 0.4477  0.46
O: 0.8238 0.0848 -0.6693  -0.54
C: 1.2399 -1.0496 1.2903  -0.32
C: 1.5513 -0.6564 2.5231  -0.22
H: -1.9484 0.6546 -0.9230  0.26
H: -2.7510 1.2682 0.5535  0.27
H: -1.0971 1.8131 0.0617  0.25
H: -1.4897 -0.7660 1.5211  0.24
H: 0.1597 0.3589 -1.3403  0.54
H: 1.9268 -1.7393 0.8106  0.26
H: 0.9681 0.0565 3.0675  0.21
H: 2.2563 -1.2118 3.1214  0.23
H: -0.0501 0.2861 -3.9089  0.50
H: -1.3679 0.8530 -3.4635  0.49
O: -0.5485 0.5402 -3.1223  -0.97

total charge = +1
2S+1 = 2
largest force on an atom = 1.5 eV/A
E_HOMO (spin up / spin down) = -0.532 / -0.556 Ha
ΔE to the lowest compared entry with this formula, charge and spin = 0.0 kJ/mol
LUMO level (spin up / spin down) = -4.144 / -7.029 eV

=====

Entry 6:
Here is a single C5H10O2Se molecule at a distorted geometry from the Open Molecules 2025 dataset. Energies are from wB97M-V/def2-TZVPD.

Each line ends with the natural charge from an NBO analysis.
CARTESIAN COORDINATES (ANGSTROEM)
C: 0.3967 -0.3571 -1.1173  -0.52
C: -1.8799 0.9831 0.1178  -0.03
C: -0.9942 -0.8200 -1.3640  -0.39
C: 0.3365 0.3283 0.2844  0.08
C: 1.7531 0.7010 0.9030  -0.07
O: -0.5383 1.4263 0.1491  -0.51
O: 2.7709 -0.2615 0.7749  -0.70
Se: -1.6901 -2.2191 -0.3289  0.11
H: 0.9956 -1.3151 -1.1679  0.24
H: 0.6750 0.4366 -1.7327  0.23
H: -2.4736 1.7026 -0.4098  0.18
H: -2.1778 0.5039 0.9897  0.15
H: -1.5698 -0.3717 -2.1282  0.21
H: -0.1664 -0.4775 0.7818  0.16
H: 1.4447 0.9162 1.9412  0.16
H: 2.2484 1.5619 0.4288  0.19
H: 2.3542 -1.1757 0.9151  0.46
H: -1.4850 -1.5621 0.9631  0.04

total charge = 0
largest force on an atom = 4.6 eV/A
E_HOMO (spin up / spin down) = -0.291 / -0.288 Ha
ΔE to the lowest compared entry with this formula, charge and spin = 420.9 kJ/mol
LUMO level (spin up / spin down) = 0.112 / 0.391 eV

=====

Entry 7:
Here is a single C5H10O3 molecule at a distorted geometry from the Open Molecules 2025 dataset. Energies are from wB97M-V/def2-TZVPD.

Each line ends with the natural charge from an NBO analysis.
CARTESIAN COORDINATES (ANGSTROEM)
C: -0.7541 -1.3723 0.3697  -0.10
C: 1.1081 0.9004 1.1372  -0.74
C: -0.2968 0.9174 0.5912  0.61
O: 0.4763 -2.0435 0.2681  -0.74
O: -1.2812 1.3254 1.1769  -0.59
H: 0.8499 -2.1810 1.1448  0.48
H: -1.5521 -2.0451 0.0566  0.17
H: -1.0451 -1.1314 1.3949  0.20
H: 1.0628 0.7925 2.2204  0.22
H: 1.6077 1.8243 0.8505  0.26
H: 1.7170 0.1018 0.7190  0.23
C: -0.2449 1.0228 -1.0682  -0.05
C: -0.8952 -0.2865 -1.1669  -0.39
O: 1.0258 1.1835 -1.6176  -0.70
H: 1.4635 0.3221 -1.6708  0.47
H: -0.8621 1.8846 -1.3126  0.20
H: -0.4030 -0.9757 -1.8523  0.22
H: -1.9766 -0.2392 -1.2408  0.23

total charge = 0
largest force on an atom = 5.2 eV/A
E_HOMO = -0.313 Ha
ΔE to the lowest compared entry with this formula, charge and spin = 346.9 kJ/mol
LUMO level = 0.629 eV

=====

Entry 8:
Here is a molecular structure, C5H10O3 at a distorted geometry from the Open Molecules 2025 dataset. Energies are from wB97M-V/def2-TZVPD.

Each line ends with the natural charge from an NBO analysis.
CARTESIAN COORDINATES (ANGSTROEM)
C: 0.7986 -0.0484 -0.4157  0.11
C: -2.0411 -0.1535 0.7960  0.68
C: -0.2894 0.3233 -1.3337  0.15
C: 1.1136 0.7931 0.7746  -0.68
C: 1.4600 -1.3768 -0.5667  -0.67
O: -1.2314 -1.0522 0.8722  -0.63
O: -1.2284 1.1067 -0.9844  -0.72
O: -2.0057 0.8906 1.6476  -0.69
H: -2.5436 1.6135 1.2984  0.49
H: -2.9335 -0.2058 0.1578  0.12
H: -0.4749 -0.4452 -2.1103  0.16
H: 0.9471 0.7652 -1.6441  0.24
H: 2.1849 1.0119 0.7902  0.22
H: 0.9361 -2.0712 0.0948  0.27
H: 0.5415 1.7173 0.7730  0.25
H: 0.8920 0.2398 1.6855  0.26
H: 1.3703 -1.7616 -1.5831  0.23
H: 2.5037 -1.3467 -0.2522  0.22

total charge = 0
largest force on an atom = 3.1 eV/A
E_HOMO = -0.332 Ha
ΔE to the lowest compared entry with this formula, charge and spin = 284.8 kJ/mol
LUMO level = 0.780 eV

=====

Entry 9:
Here is a molecular structure, C5H10O3Sn at a distorted geometry from the Open Molecules 2025 dataset. Energies are from wB97M-V/def2-TZVPD.

Each line ends with the natural charge from an NBO analysis.
CARTESIAN COORDINATES (ANGSTROEM)
O: 0.3756 1.1685 -1.1246  -0.50
Sn: 3.9769 0.5939 0.5578  -0.05
O: 2.2074 0.1752 -0.3955  -0.69
C: 1.0032 0.3236 -0.3381  1.07
O: 0.1478 -0.5662 0.1143  -0.53
C: -0.4350 2.2590 -0.6806  -0.06
C: -1.2275 2.1680 0.6001  -0.66
H: 0.2389 3.1243 -0.6547  0.19
H: -1.1144 2.4314 -1.5248  0.19
H: -0.6187 2.4972 1.4522  0.22
H: -2.0828 2.8566 0.5572  0.23
H: -1.6512 1.1662 0.7445  0.23
C: 0.1072 -1.8880 -0.4441  -0.06
C: -0.2610 -2.8912 0.6253  -0.63
H: -0.6620 -1.8130 -1.2208  0.18
H: 1.0545 -2.1500 -0.9298  0.20
H: -1.3049 -2.7578 0.9403  0.21
H: 0.3936 -2.7923 1.5012  0.23
H: -0.1477 -3.9055 0.2203  0.22

total charge = 0
largest force on an atom = 3.0 eV/A
E_HOMO (spin up / spin down) = -0.191 / -0.191 Ha
ΔE to the lowest compared entry with this formula, charge and spin = 0.0 kJ/mol
LUMO level (spin up / spin down) = 0.196 / 0.204 eV

=====

Entry 10:
Here is a single C5H10O4 molecule at a distorted geometry from the Open Molecules 2025 dataset. Energies are from wB97M-V/def2-TZVPD.

Each line ends with the natural charge from an NBO analysis.
CARTESIAN COORDINATES (ANGSTROEM)
C: 0.2087 -1.5081 0.4899  0.71
C: 0.1368 0.9676 -0.3427  0.16
C: 0.0170 1.5061 1.0377  -0.67
C: -0.5643 1.6720 -1.4403  -0.68
C: 0.4796 -0.4171 -0.6593  0.18
O: 0.3643 -2.7164 -0.1318  -0.74
O: 1.1207 -1.3116 1.5206  -0.72
O: -1.0995 -1.3624 0.9972  -0.74
O: 0.3561 -0.9080 -1.8323  -0.72
H: 0.4098 -2.4660 -1.1037  0.52
H: 0.9553 -1.9888 2.1903  0.48
H: -1.5864 -2.1666 0.7763  0.50
H: 1.5390 0.3156 -0.3831  0.25
H: 0.6652 0.9942 1.7417  0.26
H: 0.2470 2.5739 1.0506  0.22
H: -1.0259 1.3970 1.3502  0.26
H: -0.8649 2.6894 -1.1990  0.22
H: 0.0685 1.6697 -2.3333  0.26
H: -1.4269 1.0596 -1.7290  0.26

total charge = 0
largest force on an atom = 2.6 eV/A
E_HOMO = -0.340 Ha
ΔE to the lowest compared entry with this formula, charge and spin = 299.2 kJ/mol
LUMO level = 0.120 eV